The following is a quantum chemistry calculation of a cluster of 11 separate species, C44H121N11O11 in total, from the Open Molecules 2025 dataset.

Structure (XYZ):
```
187
Properties=species:S:1:pos:R:3:forces:R:3
C -9.41167 17.19692 -15.93784 -0.578 1.300 -0.891
C -10.83741 17.41811 -16.48865 -0.218 -0.399 0.969
C -11.13602 18.65416 -17.42356 -1.421 -0.703 1.959
O -11.07234 19.90003 -16.70217 2.459 -0.050 -0.635
C -12.20864 20.34882 -16.02870 -1.104 -0.886 -0.713
N -11.29374 16.18478 -17.06877 -0.651 0.164 -1.782
H -8.70359 17.26095 -16.76405 0.233 0.115 -0.019
H -9.33522 16.18253 -15.54632 -0.034 0.326 0.466
H -9.23687 18.01425 -15.23818 0.586 -0.356 0.279
H -11.49569 17.44774 -15.62037 -0.043 0.972 0.254
H -12.17673 18.56386 -17.73479 -0.252 -0.407 -0.043
H -10.59354 18.57915 -18.36600 0.741 0.778 0.304
H -12.24798 21.42534 -15.86242 0.588 0.024 -0.395
H -12.39253 19.89363 -15.05552 0.234 -0.361 0.128
H -13.01464 20.06275 -16.70445 -0.811 0.302 0.342
H -10.66357 15.96509 -17.82689 -0.084 -0.827 -0.003
H -11.40474 15.44137 -16.39415 0.351 0.004 -0.219
C -26.02897 19.16346 -27.96301 2.060 0.462 0.438
C -27.36588 19.06434 -28.60430 0.488 -0.885 1.129
C -27.80242 17.58276 -28.72572 -0.128 2.123 0.403
O -28.72351 17.56685 -29.82147 0.548 -2.451 0.845
C -28.92416 16.19779 -30.17687 -0.485 -0.612 -1.542
N -28.31963 19.75737 -27.69680 -0.186 -0.540 -1.454
H -25.89341 18.57324 -27.05673 -0.529 0.054 0.216
H -25.78672 20.19879 -27.72317 -0.313 0.192 0.352
H -25.14135 18.90594 -28.54086 -0.312 -0.434 -0.718
H -27.33410 19.51816 -29.59483 -0.088 -0.124 -0.189
H -28.27451 17.29296 -27.78697 -0.541 0.116 0.092
H -26.92894 16.93076 -28.72211 0.121 -0.217 -1.243
H -29.08516 15.40236 -29.44922 -0.015 0.750 1.196
H -28.09676 15.78539 -30.75431 0.459 0.401 -0.165
H -29.79111 16.07539 -30.82611 -0.110 0.599 -0.092
H -29.11842 19.65276 -28.30598 -1.209 0.208 0.535
H -28.13626 20.74823 -27.76510 0.241 0.358 0.199
C -20.76437 13.53222 -27.89057 -0.412 1.243 -0.145
C -20.02991 12.48748 -28.67308 -0.495 -1.053 -0.859
C -20.03614 12.72423 -30.22161 -1.243 -1.407 0.040
O -21.32323 12.31508 -30.73153 -0.132 0.820 0.141
C -21.59035 12.65119 -32.07511 0.142 -0.168 -0.528
N -18.71134 12.40128 -28.13511 1.467 0.854 0.088
H -20.80459 13.24812 -26.83901 -0.270 0.018 -0.126
H -21.73089 13.81516 -28.30755 -0.369 -0.696 0.144
H -20.27280 14.50389 -27.93834 0.654 0.021 0.082
H -20.47382 11.52854 -28.40575 -0.456 -0.136 -0.667
H -19.36970 12.07225 -30.78630 0.849 0.012 0.522
H -19.79074 13.75859 -30.46240 -0.172 0.317 0.000
H -21.18649 11.98771 -32.83982 0.468 -0.838 0.318
H -21.15432 13.59276 -32.40892 -0.346 0.598 0.505
H -22.66390 12.59135 -32.25398 -0.028 0.429 0.316
H -18.16223 11.59403 -28.39376 -0.354 -0.326 -0.224
H -18.23288 13.18149 -28.56228 0.714 0.325 0.390
C -20.74543 24.16403 -8.85433 -0.833 -1.466 0.556
C -21.35346 25.55614 -8.91793 -0.919 0.832 -0.338
C -22.83316 25.75543 -8.41421 0.412 -1.600 0.358
O -22.98334 25.62551 -6.98858 0.246 0.160 -0.325
C -23.92517 26.52746 -6.45996 0.096 0.582 0.449
N -20.52841 26.60058 -8.37424 1.091 0.587 1.061
H -21.45910 23.38020 -9.10803 -0.539 0.152 -0.295
H -20.45968 23.81876 -7.86073 0.296 0.540 0.262
H -19.93380 23.92863 -9.54277 0.257 0.765 0.024
H -21.39368 25.82371 -9.97381 -0.428 -0.264 -0.327
H -23.39176 24.91400 -8.82416 -0.220 -0.026 -0.358
H -23.34473 26.66564 -8.72716 0.657 0.261 -0.303
H -24.15136 26.27048 -5.42512 0.146 -0.268 -0.073
H -24.87402 26.60803 -6.99033 -0.108 -0.504 -0.340
H -23.53086 27.54359 -6.44884 0.238 0.223 -0.014
H -19.56300 26.30393 -8.36622 0.407 0.012 -0.696
H -20.63684 26.69741 -7.37476 -0.795 0.018 0.355
C -16.62217 12.94009 -20.47760 0.484 -1.457 -0.162
C -17.71549 13.69970 -19.81533 -2.091 -1.312 -0.873
C -18.53317 13.00254 -18.66967 1.319 -1.788 -0.945
O -19.58640 13.73012 -18.21562 -0.807 2.942 -0.026
C -20.57619 13.05767 -17.49178 -0.056 0.469 -0.555
N -17.17708 14.89733 -19.34356 0.537 1.627 2.295
H -17.00719 12.16260 -21.13742 0.110 -0.268 0.179
H -15.96340 12.51616 -19.71970 0.089 -0.383 0.050
H -15.96697 13.55638 -21.09322 -0.351 0.422 0.040
H -18.44538 13.90090 -20.59948 -0.368 0.272 -0.034
H -17.90034 12.82285 -17.80056 0.749 -0.462 0.010
H -18.92968 12.05589 -19.03673 0.242 -0.560 -0.156
H -20.29894 12.83989 -16.46037 0.447 -0.736 -0.073
H -20.82151 12.23390 -18.16209 -0.632 -0.650 0.834
H -21.41283 13.74458 -17.36420 -0.112 -0.037 -0.444
H -16.31900 14.62041 -18.88846 1.187 0.182 -0.459
H -17.66747 14.93488 -18.46140 -0.748 1.755 0.319
C -13.76409 16.76563 -31.66658 -0.162 -1.031 0.894
C -15.19367 17.30554 -31.62595 2.302 0.022 -1.277
C -15.53679 17.76083 -30.25410 0.364 -0.495 0.558
O -15.41404 16.65257 -29.28830 -0.924 2.142 -1.004
C -15.72241 17.16098 -27.98251 -0.203 -1.446 -0.242
N -15.13722 18.41288 -32.58809 -1.400 0.807 -0.484
H -13.61981 16.28120 -32.63230 0.239 -0.315 0.191
H -13.62675 16.10742 -30.80868 0.290 -0.561 -0.343
H -13.00176 17.53796 -31.56435 -0.247 0.332 -0.015
H -15.87463 16.54065 -31.99925 -0.176 0.073 0.082
H -16.51113 18.24825 -30.28855 -0.346 -0.276 0.527
H -14.80156 18.53395 -30.03092 0.136 0.202 0.496
H -16.11991 16.30889 -27.43110 0.282 -0.130 0.206
H -16.56221 17.85584 -27.98583 0.366 0.512 -0.142
H -14.80527 17.49864 -27.49988 -0.216 0.465 0.083
H -14.59930 18.13493 -33.39648 -0.251 -0.391 -0.218
H -14.60052 19.20786 -32.27176 -0.070 0.073 0.692
C -21.21676 20.82522 -20.84375 -0.056 -0.430 0.850
C -19.80838 21.45479 -20.86868 -1.468 -0.077 -2.837
C -19.27759 21.94022 -19.56332 -0.992 0.120 0.967
O -20.40659 22.58484 -18.93064 0.900 0.169 -0.248
C -20.19810 23.48013 -17.85122 -0.490 0.226 -0.678
N -18.88926 20.51071 -21.52754 0.480 0.353 1.184
H -21.09571 20.06624 -20.07085 -0.619 -0.563 -0.116
H -21.50398 20.38923 -21.80058 0.618 -0.330 -0.108
H -22.12296 21.38422 -20.61045 0.532 0.699 0.483
H -19.90391 22.28863 -21.56415 0.308 0.493 0.177
H -18.38859 22.53720 -19.76681 -0.112 0.506 0.319
H -19.00100 21.13355 -18.88444 0.313 -0.411 -0.119
H -19.92656 24.47184 -18.21297 0.288 0.132 -0.150
H -19.46510 23.18654 -17.09981 -0.030 -0.422 0.005
H -21.19901 23.59064 -17.43400 0.193 -0.057 0.431
H -18.81675 19.75502 -20.86137 0.352 -0.570 -0.157
H -19.27382 20.11713 -22.37448 -0.212 0.157 -0.005
C -14.75030 28.18261 -11.58361 0.255 1.714 -0.537
C -14.06947 29.00603 -10.46578 0.389 -1.000 -1.009
C -14.45206 30.50932 -10.37418 -1.720 -1.363 -0.356
O -13.79265 31.28179 -9.42744 0.007 -0.097 0.559
C -13.22637 32.42542 -10.00446 0.660 -0.211 0.368
N -14.42313 28.23643 -9.32439 -1.046 0.221 2.545
H -14.54487 28.71602 -12.51170 -0.109 -0.470 -0.469
H -15.82851 28.12454 -11.43464 0.024 0.116 0.109
H -14.35852 27.16570 -11.60606 0.124 0.147 -0.074
H -13.00366 28.78448 -10.52112 0.589 1.226 -0.975
H -15.50117 30.53889 -10.07990 -0.421 -0.424 0.124
H -14.50688 31.01120 -11.34020 0.675 -0.248 -0.368
H -12.46517 32.02349 -10.67314 0.531 0.808 -0.149
H -12.85524 33.01691 -9.16750 0.437 -0.009 -0.274
H -13.90687 33.06455 -10.56706 -0.420 -0.176 -0.075
H -13.99356 27.32510 -9.39545 -0.017 -0.062 0.135
H -14.04645 28.69073 -8.50474 0.038 -0.179 0.444
C -16.53013 30.73902 -18.66492 0.891 -0.235 -0.170
C -15.06680 31.19224 -18.59425 0.468 1.552 -0.665
C -14.90539 32.39969 -17.64982 0.453 -0.797 -1.398
O -13.65185 33.06445 -17.89682 -0.247 -0.629 0.911
C -13.35089 34.00477 -16.87797 0.598 0.210 -0.586
N -14.19719 30.06755 -18.32602 -0.372 -0.662 0.436
H -16.56542 29.76591 -19.15473 -0.051 0.014 -0.282
H -17.06947 31.45419 -19.28599 -0.382 -0.078 0.419
H -16.95039 30.54119 -17.67884 -0.175 0.485 0.050
H -14.77076 31.63993 -19.54294 -0.320 -0.044 -0.633
H -15.03669 31.91834 -16.68072 0.148 0.927 0.703
H -15.61794 33.15153 -17.98909 -0.796 -0.221 0.788
H -12.51157 34.60249 -17.23348 0.219 -0.228 -0.036
H -13.05557 33.51634 -15.94936 -0.182 -0.030 0.149
H -14.12820 34.75049 -16.71125 -0.526 -0.262 0.116
H -13.21978 30.20700 -18.53892 0.038 0.531 0.072
H -14.51610 29.37985 -18.99346 0.235 -0.533 0.130
C -25.46302 26.57151 -23.44713 -1.081 -0.704 -0.310
C -26.64910 27.53562 -23.15705 0.963 0.143 0.685
C -27.35613 27.19519 -21.80228 -0.111 -0.431 -0.995
O -27.66496 25.81704 -21.69913 -0.725 -0.848 0.434
C -28.93090 25.42625 -22.28722 1.353 -0.495 -0.822
N -26.10015 28.89276 -23.12683 -0.965 0.296 -0.186
H -25.88848 25.56980 -23.38656 0.545 -0.312 0.142
H -24.56455 26.68694 -22.84089 -0.490 0.052 0.808
H -25.02057 26.66336 -24.43905 -0.581 0.328 -0.429
H -27.41463 27.49517 -23.93192 0.173 -0.215 -0.288
H -28.33806 27.63557 -21.62916 0.325 1.179 -0.320
H -26.65570 27.49711 -21.02360 -0.098 -0.350 0.387
H -29.78228 26.09405 -22.15572 0.273 0.352 0.293
H -29.21766 24.41646 -21.99365 0.254 0.170 0.807
H -28.73895 25.26532 -23.34805 -0.277 0.472 -0.403
H -25.36275 28.91700 -23.81658 0.166 0.414 0.243
H -25.75412 29.14222 -22.21132 0.276 -0.054 -0.044
C -14.80362 19.59750 -7.81433 -0.461 -0.109 -0.634
C -16.14615 18.96153 -7.45856 0.196 1.112 -2.543
C -16.73948 18.07270 -8.61457 1.162 0.081 -1.390
O -16.75653 18.72164 -9.93615 0.241 -0.426 -0.124
C -16.80505 17.82933 -11.10690 0.912 -0.142 1.833
N -15.87640 18.19455 -6.29190 -1.366 -0.682 0.566
H -14.22168 19.94961 -6.96259 -0.551 0.253 0.342
H -15.01051 20.42370 -8.49454 0.666 -0.181 -0.323
H -14.17038 18.79321 -8.18881 0.043 0.214 -0.681
H -16.90114 19.73930 -7.34382 -0.083 0.361 0.452
H -17.76455 17.73056 -8.47222 -0.041 -0.028 0.653
H -16.06460 17.21902 -8.67676 -0.030 -0.394 -0.003
H -15.85701 17.32882 -11.30392 0.779 0.524 0.185
H -17.03328 18.39945 -12.00745 -0.553 -0.036 0.426
H -17.37646 16.92586 -10.89402 -1.110 0.423 -0.218
H -15.80905 18.90837 -5.58054 0.328 -0.175 0.603
H -16.78294 17.78047 -6.12814 -0.133 -0.791 0.854
```
Forces are in eV/Å.

Computed properties:
DFT total energy = -86490.43733 eV
Structure (SMILES) = COC[C@H](C)N.COC[C@H](C)N.COC[C@H](C)N.COC[C@H](C)N.COC[C@H](C)N.COC[C@H](C)N.COC[C@H](C)N.COC[C@H](C)N.COC[C@H](C)N.COC[C@H](C)N.COC[C@H](C)N
Relative energy (zero: lowest compared OMol25 entry of this formula, charge and spin) = 202.9 kcal/mol
Strongest force on any atom = 0.0621 Eh/bohr